1.
The following is a DFT calculation (wB97M-V/def2-TZVPD) of a molecular structure, C31H32N6O5Rb.

Last column: Löwdin charge in e.
CARTESIAN COORDINATES (ANGSTROEM)
Rb  2.328  0.466  0.900  0.88
C  -4.019  -2.316  -4.198  -0.07
C  -2.907  -1.681  -3.410  -0.29
C  -2.285  -0.545  -3.796  -0.03
C  -1.265  0.093  -3.007  -0.12
C  -0.695  1.237  -3.560  -0.03
N  -0.003  2.222  -3.015  0.08
C  0.006  2.675  -1.627  -0.16
C  -1.010  3.807  -1.458  -0.15
C  -0.999  4.374  -0.040  -0.16
N  -1.188  3.325  0.941  0.06
C  -2.259  3.090  1.649  -0.01
C  -2.387  1.953  2.464  -0.13
C  -3.568  1.752  3.227  -0.02
C  -3.739  0.640  3.992  -0.28
C  -4.972  0.404  4.822  -0.07
C  -2.691  -0.325  3.984  0.01
C  -1.537  -0.214  3.265  -0.10
C  -0.555  -1.319  3.356  -0.11
N  0.478  -1.467  2.647  0.06
C  1.337  -2.591  2.952  -0.25
C  1.864  -3.272  1.695  -0.18
C  0.777  -3.859  0.792  -0.23
N  0.358  -2.917  -0.230  0.08
C  -0.871  -2.696  -0.378  -0.13
C  -1.393  -1.848  -1.479  -0.10
C  -2.431  -2.313  -2.211  0.00
C  -0.757  -0.555  -1.797  -0.32
O  0.152  -0.097  -1.111  -0.03
C  -1.317  0.982  2.467  -0.29
O  -0.272  1.164  1.801  -0.10
H  -4.225  -1.749  -5.106  0.07
H  -4.941  -2.367  -3.614  0.07
H  -3.763  -3.338  -4.489  0.07
H  -2.590  -0.062  -4.721  0.11
H  -0.829  1.359  -4.634  0.13
H  0.444  2.853  -3.662  0.15
H  1.025  2.988  -1.382  0.10
H  -0.226  1.822  -0.999  0.09
H  -2.014  3.439  -1.696  0.12
H  -0.785  4.626  -2.149  0.11
H  -1.786  5.122  0.077  0.12
H  -0.039  4.853  0.160  0.13
H  -0.475  2.571  1.079  0.10
H  -3.076  3.806  1.581  0.14
H  -4.346  2.511  3.193  0.11
H  -5.678  1.227  4.711  0.07
H  -4.725  0.314  5.882  0.08
H  -5.479  -0.518  4.527  0.08
H  -2.819  -1.221  4.589  0.12
H  -0.800  -2.062  4.133  0.12
H  0.834  -3.327  3.601  0.11
H  2.199  -2.188  3.492  0.09
H  2.555  -4.058  2.002  0.11
H  2.425  -2.536  1.117  0.08
H  -0.072  -4.218  1.398  0.11
H  1.184  -4.723  0.260  0.11
H  -1.626  -3.185  0.258  0.12
H  -2.892  -3.252  -1.910  0.12
O  4.864  3.327  -1.687  -0.03
C  4.070  2.400  -1.475  -0.67
O  2.922  2.449  -0.963  -0.19
C  4.563  0.997  -1.920  -0.19
C  5.792  0.886  -2.567  -0.02
C  6.228  -0.361  -2.975  -0.08
C  5.428  -1.467  -2.723  -0.08
C  4.225  -1.265  -2.067  -0.15
N  3.795  -0.067  -1.675  0.07
H  6.365  1.788  -2.720  0.11
H  7.181  -0.475  -3.477  0.10
H  5.732  -2.463  -3.018  0.09
H  3.571  -2.102  -1.840  0.11
O  5.201  -1.160  4.874  -0.08
C  4.532  -0.828  3.918  -0.66
N  3.870  -0.517  2.983  -0.10

- Highest occupied orbital energy: -0.170 Ha
- Gap between HOMO and LUMO: 6.41 eV
- Multiplicity: 1
- Total charge: -1
- E: -1929.4315 Eh
- Lowest unoccupied orbital energy: 1.8 eV



2.
The following is a DFT calculation (wB97M-V/def2-TZVPD) of a molecular structure, C31H32N7O5PdS2Te.

Last column: Löwdin spin population.
CARTESIAN COORDINATES (ANGSTROEM)
Pd  1.173  0.228  0.246  1.40
C  5.340  5.722  -1.860  0.00
C  4.698  4.362  -1.904  0.00
C  5.298  3.319  -2.606  0.00
C  4.727  2.058  -2.639  0.00
C  3.537  1.839  -1.957  0.00
C  2.914  2.863  -1.254  0.00
C  3.499  4.116  -1.236  0.00
S  2.894  0.203  -1.954  0.01
O  3.194  -0.404  -0.643  0.08
O  3.346  -0.467  -3.130  0.02
N  1.280  0.295  -1.832  0.22
C  0.457  0.996  -2.707  0.01
C  0.895  1.633  -3.872  0.03
C  -0.034  2.310  -4.631  0.00
C  -1.363  2.338  -4.222  0.03
C  -1.697  1.653  -3.072  0.00
N  -0.810  0.984  -2.332  0.05
H  5.685  6.021  -2.849  0.00
H  6.209  5.712  -1.200  0.00
H  4.648  6.476  -1.492  0.00
H  6.225  3.497  -3.138  0.00
H  5.187  1.251  -3.192  0.00
H  1.979  2.710  -0.729  0.00
H  3.017  4.915  -0.687  0.00
H  1.932  1.587  -4.172  0.00
H  0.274  2.818  -5.535  0.00
H  -2.119  2.866  -4.785  0.00
H  -2.724  1.623  -2.724  0.00
N  0.449  1.346  8.287  0.00
C  0.583  1.502  6.931  0.00
C  1.157  0.487  6.151  0.00
C  1.262  0.633  4.786  0.00
C  0.788  1.795  4.178  0.00
C  0.217  2.810  4.936  0.00
C  0.116  2.662  6.302  0.00
S  0.924  1.975  2.459  0.01
O  0.821  3.354  2.097  0.01
O  2.149  1.253  2.041  0.09
N  -0.185  1.024  1.725  0.08
C  -1.514  1.351  1.790  0.02
N  -1.916  2.330  2.610  0.02
C  -3.207  2.615  2.628  0.00
C  -4.146  1.948  1.850  0.01
C  -3.651  0.925  1.076  0.02
N  -2.356  0.617  1.050  0.20
H  1.002  0.641  8.741  0.00
H  0.260  2.162  8.843  0.00
H  1.528  -0.409  6.636  0.00
H  1.725  -0.134  4.179  0.00
H  -0.138  3.704  4.444  0.00
H  -0.323  3.450  6.900  0.00
H  -3.506  3.415  3.297  0.00
H  -5.194  2.201  1.863  0.00
H  -4.301  0.318  0.453  0.00
C  3.417  -2.170  2.349  0.00
N  2.162  -2.492  3.015  0.00
C  2.247  -2.942  4.395  0.00
C  1.003  -2.494  2.366  0.00
O  0.858  -2.200  1.176  0.08
H  3.967  -1.451  2.956  0.00
H  3.221  -1.740  1.371  0.00
H  4.017  -3.074  2.231  0.00
H  2.787  -2.204  4.990  0.00
H  2.778  -3.893  4.457  0.00
H  1.248  -3.069  4.808  0.00
H  0.141  -2.781  2.985  0.00
Te  -1.387  -1.419  -0.507  1.32
C  -2.476  -2.969  0.355  0.12
C  -2.286  -4.255  -0.149  0.06
C  -2.993  -5.314  0.398  0.00
C  -3.883  -5.092  1.443  0.04
C  -4.064  -3.809  1.947  0.00
C  -3.361  -2.744  1.407  0.04
H  -1.591  -4.430  -0.961  0.01
H  -2.849  -6.312  0.007  0.00
H  -4.435  -5.920  1.866  0.00
H  -4.753  -3.638  2.763  0.00
H  -3.495  -1.748  1.809  0.00

- Highest occupied orbital energy (alpha / beta): -0.385 / -0.388 Ha
- Gap between HOMO and LUMO (alpha / beta): 8.53 / 5.45 eV
- Multiplicity: 5
- Total charge: +1
- E: -3151.9730 Eh
- Lowest unoccupied orbital energy (alpha / beta): -1.9 / -5.1 eV